Here is the ion C18H27BN2O2 with charge +2 at a distorted geometry from the Open Molecules 2025 dataset. Energies are from ωB97M-V with the def2-TZVPD basis set.

Structure (ORCA input):
```
! RIJCOSX wB97M-V def2-TZVPD def2/J DEFGRID3
* xyz 2 1
C 3.3865 -1.1621 2.6643
C 3.6732 -2.3090 1.6606
C 2.5196 -2.5123 0.6602
C 2.9635 -3.0736 -0.7049
C 2.9431 -2.0396 -1.8270
C 4.0061 -0.9304 -1.6515
C 3.5453 0.5135 -1.8910
N 2.1469 0.7747 -1.4661
C 1.8961 0.9320 -0.1604
C 0.6064 1.1709 0.2752
C -0.4381 1.2634 -0.6437
C -1.8215 1.5144 -0.1574
C -2.7143 2.3246 -0.8461
C -3.9800 2.5300 -0.3230
N -4.3695 1.9570 0.8211
C -5.7400 2.1520 1.3561
B -6.6466 0.8621 0.9403
O -6.8859 0.6485 -0.4104
O -7.1301 0.0379 1.8962
C -3.5195 1.1799 1.5173
C -2.2443 0.9411 1.0446
C -0.1440 1.1037 -1.9928
C 1.1615 0.8503 -2.3696
H 4.1522 -0.3912 2.5892
H 3.3974 -1.5073 3.6912
H 2.4334 -0.6725 2.4589
H 4.5630 -2.0256 1.1060
H 3.8344 -3.2107 2.2370
H 1.9534 -1.5866 0.5407
H 1.8520 -3.2362 1.1242
H 3.9364 -3.5494 -0.5988
H 2.2675 -3.8635 -0.9796
H 3.1660 -2.5742 -2.7482
H 1.9224 -1.6697 -1.9335
H 4.7765 -1.1162 -2.3945
H 4.4971 -1.0226 -0.6894
H 3.6696 0.8393 -2.9171
H 4.1626 1.1701 -1.2846
H 2.7006 0.8742 0.5545
H 0.4195 1.2845 1.3299
H -2.4295 2.7926 -1.7740
H -4.7105 3.1512 -0.8157
H -6.1631 3.0801 0.9920
H -5.6523 2.1448 2.4367
H -6.0787 0.3618 -0.8524
H -6.9949 -0.8793 1.6226
H -3.8375 0.7412 2.4492
H -1.5766 0.2980 1.5909
H -0.9273 1.1435 -2.7314
H 1.4524 0.6950 -3.3959
*
```

Output
HOMO energy: -15.830 eV
lowest unoccupied orbital energy: -7.889 eV
E: -26842.983 eV

***

Here is a structure of composition C18H27Cl2LuN2O4 at a distorted geometry from the Open Molecules 2025 dataset. Energies are from ωB97M-V with the def2-TZVPD basis set.

Structure (ORCA input):
```
! RIJCOSX wB97M-V def2-TZVPD def2/J DEFGRID3
* xyz 0 1
O 3.3792 1.6777 0.5587
C 3.2640 2.1307 -0.5875
C 2.3677 3.2742 -0.9374
C 1.6350 3.8769 0.1006
H 1.4247 3.3290 1.0257
C 1.1379 5.1697 -0.0708
H 0.6111 5.6485 0.7571
C 1.3441 5.8286 -1.2944
H 1.1573 6.9008 -1.3590
C 1.8682 5.1322 -2.3916
H 1.9231 5.6047 -3.3701
C 2.3636 3.8452 -2.2209
H 2.7639 3.2514 -3.0417
H 3.7481 1.6508 -1.4858
C 0.2927 -0.7170 -2.9777
C -0.8582 -0.1378 -2.2802
H 0.4472 -0.2098 -3.9385
H 0.1300 -1.7808 -3.1368
H 1.2430 -0.6108 -2.4547
C -1.4427 1.0312 -2.2831
C -2.6331 1.5942 -3.0676
H -0.9896 1.8759 -1.7235
H -2.3213 2.4956 -3.6090
H -3.4416 1.9288 -2.4053
H -3.0531 0.8825 -3.8031
Lu -1.1518 -0.3686 -0.1316
Cl -1.5584 1.6956 1.1782
Cl -2.8592 -1.8165 -1.0283
C -2.8216 -1.2587 2.5470
O -1.7323 -1.4824 1.9500
N -3.3754 -2.0582 3.4565
C -2.8298 -3.3720 3.7826
C -4.7473 -1.8025 3.8869
H -3.3879 -0.3450 2.3163
H -1.7561 -3.4096 3.5994
H -3.3260 -4.1748 3.2186
H -3.0180 -3.5784 4.8402
H -4.9880 -0.7498 3.6990
H -4.8439 -2.0118 4.9578
H -5.4548 -2.4349 3.3273
H 1.8922 -4.9953 0.2931
H 4.2609 -3.7161 0.7044
C 1.7310 -4.2033 -0.4517
C 3.9068 -3.0126 -0.0652
N 2.4417 -2.9737 -0.0655
H 0.6578 -4.0281 -0.5580
C 1.8307 -1.8291 0.2098
O 0.5717 -1.6606 0.1076
H 4.2785 -2.0059 0.1615
H 2.4883 -0.9927 0.5070
H 2.1309 -4.5802 -1.4026
H 4.2735 -3.3194 -1.0572
O 0.4080 0.4893 3.5619
C 0.6176 0.3225 2.4514
*
```

Output
HOMO energy (spin up / spin down): -5.017 / -5.497 eV
lowest unoccupied orbital energy (spin up / spin down): -0.045 / -0.044 eV
E: -88939.760 eV

***

Here is a structure of composition C18H27Cl3KN4OPSTe from the Open Molecules 2025 dataset. Energies are from ωB97M-V with the def2-TZVPD basis set.

Structure (ORCA input):
```
! RIJCOSX wB97M-V def2-TZVPD def2/J DEFGRID3
* xyz 0 1
K -1.3166 1.0106 -2.4021
Cl -2.3654 1.3637 -8.0850
C -1.7332 2.7782 -7.1916
Cl -0.5066 3.6109 -8.1425
Cl -3.0714 3.8843 -6.7877
C -1.1829 2.2752 -5.9398
N -0.7772 1.8522 -4.9545
O 0.0196 -0.3993 -1.0632
P 0.9602 -0.6060 0.0636
N 0.2865 -1.5628 1.2146
C 0.6583 -1.5236 2.6297
C 0.2187 -2.8931 3.1374
C -1.0433 -3.1476 2.3253
C -0.6852 -2.6206 0.9383
N 2.3824 -1.3108 -0.4062
C 2.9598 -2.5037 0.2124
C 4.4091 -2.4509 -0.2600
C 4.2893 -1.9019 -1.6790
C 3.1166 -0.9158 -1.6033
N 1.4080 0.8007 0.7959
C 0.3718 1.6977 1.3286
C 1.1526 2.6910 2.1807
C 2.3304 1.8633 2.6802
C 2.6942 1.0380 1.4489
H 0.1214 -0.7262 3.1582
H 1.7278 -1.3481 2.7698
H 0.0626 -2.9087 4.2154
H 0.9860 -3.6357 2.8995
H -1.8734 -2.5629 2.7268
H -1.3536 -4.1912 2.3081
H -1.5605 -2.2177 0.4276
H -0.2375 -3.4015 0.3142
H 2.4632 -3.4190 -0.1347
H 2.8704 -2.4783 1.2986
H 4.9090 -3.4174 -0.2096
H 4.9642 -1.7528 0.3723
H 4.0566 -2.7068 -2.3787
H 5.2059 -1.4270 -2.0266
H 2.4775 -0.9831 -2.4880
H 3.4643 0.1200 -1.5292
H -0.3658 1.1394 1.9147
H -0.2004 2.1744 0.5310
H 0.5432 3.1227 2.9729
H 1.5156 3.5158 1.5622
H 2.0087 1.1977 3.4856
H 3.1640 2.4568 3.0539
H 3.1987 0.1027 1.7005
H 3.3695 1.5992 0.7913
Te -3.4043 0.2775 0.1398
C -5.2444 1.2998 0.1883
C -5.4925 2.6434 0.1184
C -6.8697 2.9703 0.1779
C -7.6668 1.8719 0.2991
S -6.7224 0.4435 0.3744
H -4.7001 3.3733 0.0286
H -7.2513 3.9804 0.1293
H -8.7419 1.8576 0.3675
*
```

Output
HOMO energy: -5.570 eV
lowest unoccupied orbital energy: -0.300 eV
E: -108423.554 eV

***

Here is a structure of composition C18H27Cl3N2O4Zr at a distorted geometry from the Open Molecules 2025 dataset. Energies are from ωB97M-V with the def2-TZVPD basis set.

Structure (ORCA input):
```
! RIJCOSX wB97M-V def2-TZVPD def2/J DEFGRID3
* xyz -2 1
C -0.4674 0.6351 -2.8290
C -1.3119 -0.5084 -2.7447
C -0.5131 -1.6207 -2.3635
C -2.7621 -0.5313 -2.9890
C 0.8174 -1.1544 -2.1569
C 0.8554 0.2229 -2.4960
C 2.0794 1.0394 -2.4842
C -0.9106 1.9949 -3.1699
C -1.0060 -2.9972 -2.1894
C 1.9581 -1.9067 -1.6131
Zr -0.6381 1.5402 1.1914
Cl -3.0651 1.5915 -0.1975
Cl -0.8147 3.8957 1.8126
Cl -0.7610 -0.9266 0.8971
H -3.2249 0.3769 -2.5816
H -3.2153 -1.3856 -2.4725
H -2.9924 -0.6164 -4.0627
H -1.8626 -3.0215 -1.5022
H -0.2154 -3.6373 -1.7878
H -1.3354 -3.4205 -3.1500
H 1.6834 -2.9538 -1.4522
H 2.2932 -1.4795 -0.6518
H 2.8079 -1.8732 -2.3099
H 2.5942 0.9527 -1.5163
H 1.8466 2.0904 -2.6800
H 2.7790 0.6984 -3.2631
H -1.7937 2.2596 -2.5681
H -1.1759 2.0694 -4.2367
H -0.1203 2.7228 -2.9588
O 0.5653 2.0306 -0.1698
H 1.1124 2.7990 -0.4049
C 0.3894 -0.4120 7.1825
C 0.1337 -0.2292 5.6994
C 1.0999 0.7610 4.9904
C 1.1871 2.1416 5.7064
C -0.1604 2.7800 5.9967
C 2.5230 0.1603 4.8868
O 3.2397 -0.0093 5.8583
N 2.9660 -0.2217 3.6305
C 2.4162 0.1086 2.3755
O 2.9358 -0.2594 1.3353
N 1.2645 0.8595 2.4699
C 0.5583 0.9617 3.5871
O -0.6825 1.2718 3.4122
H 1.4646 -0.4961 7.3782
H -0.1064 -1.3320 7.5058
H -0.0232 0.4223 7.7618
H 0.2265 -1.1903 5.1693
H -0.8926 0.1232 5.5270
H 1.7711 2.0113 6.6288
H 1.7672 2.8025 5.0429
H -0.6180 2.3717 6.9055
H -0.0183 3.8565 6.1393
H -0.8391 2.6314 5.1483
H 3.8642 -0.6923 3.5927
*
```

Output
HOMO energy: 0.850 eV
lowest unoccupied orbital energy: 4.197 eV
E: -69131.056 eV

***

Here is a structure of composition C18H27ClN2OsS at a distorted geometry from the Open Molecules 2025 dataset. Energies are from ωB97M-V with the def2-TZVPD basis set.

Structure (ORCA input):
```
! RIJCOSX wB97M-V def2-TZVPD def2/J DEFGRID3
* xyz 2 5
C 5.3668 1.3765 -0.0756
C 5.2631 2.7034 -0.7414
C 5.8786 1.3687 1.3198
C 5.7743 0.2319 -0.9322
Cl 2.4905 0.7901 0.3506
H 6.9713 1.6066 1.2713
H 5.7626 0.3901 1.8039
H 5.3924 2.1205 1.9542
H 6.3042 3.0478 -0.9663
H 4.7873 3.4589 -0.1036
H 4.7099 2.6581 -1.6880
H 6.8576 0.3734 -1.1746
H 5.2166 0.1847 -1.8764
H 5.6625 -0.7354 -0.4244
C -1.4933 1.1190 1.4844
C -0.5755 1.0828 2.5770
C 0.5799 1.8015 2.2200
H -0.8000 0.7007 3.5580
C 0.3844 2.3388 0.9055
C -0.9065 1.9134 0.4573
H -1.3354 2.0566 -0.5294
H -2.5290 0.7561 1.4681
H 1.4705 1.9220 2.8216
H 1.1326 2.7894 0.2722
C 0.0204 -1.8315 -0.0836
C -0.7402 -1.7224 1.1109
C 0.1364 -1.5245 2.2044
H -1.8301 -1.8379 1.1462
C 1.4519 -1.4725 1.7071
C 1.3921 -1.6744 0.2818
H 2.2146 -1.5479 -0.4389
H -0.3771 -1.8996 -1.0900
H -0.1384 -1.5102 3.2415
H 2.3565 -1.2626 2.2779
Os 0.3644 0.1576 0.8649
S -2.1864 -0.0094 -2.0031
C -3.7238 -0.6516 -1.6300
N -3.9297 -1.8786 -1.0977
C -5.2539 -2.4903 -0.9254
C -6.1707 -2.0375 -2.0426
C -6.1707 -0.5236 -2.1571
N -4.8370 0.0445 -1.9554
H -3.1067 -2.3743 -0.7842
H -5.6685 -2.2407 0.0589
H -5.1343 -3.5736 -0.9300
H -7.1908 -2.3803 -1.8677
H -5.8158 -2.4969 -2.9693
H -6.8403 -0.0937 -1.4009
H -6.5460 -0.1841 -3.1270
H -4.6410 0.9603 -2.3430
*
```

Output
<S²>: 6.02
HOMO energy (spin up / spin down): -11.089 / -15.619 eV
lowest unoccupied orbital energy (spin up / spin down): -6.037 / -10.088 eV
E: -47888.321 eV

***

Here is an isolated molecule of C18H27N3O at a distorted geometry from the Open Molecules 2025 dataset. Energies are from ωB97M-V with the def2-TZVPD basis set.

Structure (ORCA input):
```
! RIJCOSX wB97M-V def2-TZVPD def2/J DEFGRID3
* xyz 0 1
C -4.7422 -0.4293 0.1883
C -5.3934 0.2527 -1.0088
C -5.1941 -0.5140 -2.3171
C -3.7336 -0.7528 -2.7004
C -2.9460 0.5498 -2.8792
C -1.5520 0.2365 -3.3559
O -1.1742 0.3085 -4.5052
N -0.6860 -0.1839 -2.3847
N -1.0288 -0.2683 -1.0814
C -0.1992 -0.6522 -0.2007
C -0.6693 -0.7495 1.2151
C 0.2643 0.0118 2.1673
N 1.6318 0.0459 1.6763
C 2.5852 0.3568 2.7232
C 3.9205 0.7347 2.1407
C 3.9756 1.6139 1.0655
C 5.1918 1.9768 0.5178
C 6.3694 1.4699 1.0431
C 6.3227 0.5964 2.1151
C 5.1035 0.2278 2.6586
C 1.9696 -1.1369 0.9105
C 1.2384 -1.0428 -0.4273
H -4.9882 0.1026 1.1050
H -3.6610 -0.4440 0.0799
H -5.0961 -1.4540 0.2818
H -4.9963 1.2639 -1.1099
H -6.4676 0.3432 -0.8286
H -5.6867 -1.4860 -2.2330
H -5.6872 0.0364 -3.1218
H -3.7087 -1.3091 -3.6405
H -3.2445 -1.3610 -1.9390
H -3.4328 1.1772 -3.6261
H -2.8806 1.0772 -1.9294
H 0.2572 -0.4148 -2.6943
H -0.6836 -1.8085 1.4891
H -1.6848 -0.3666 1.2992
H -0.0729 1.0492 2.2637
H 0.2050 -0.4562 3.1663
H 2.7049 -0.4792 3.4373
H 2.1890 1.2137 3.2798
H 3.0518 2.0005 0.6626
H 5.2237 2.6590 -0.3193
H 7.3202 1.7547 0.6173
H 7.2374 0.1968 2.5284
H 5.0723 -0.4585 3.4935
H 3.0484 -1.1455 0.7404
H 1.7048 -2.0694 1.4393
H 1.2938 -1.9949 -0.9648
H 1.7283 -0.2786 -1.0382
*
```

Output
SMILES string: CCCCCC(=O)NN=C1CCN(Cc2ccccc2)CC1
HOMO energy: -8.767 eV
lowest unoccupied orbital energy: 0.723 eV
E: -25621.835 eV